No. 1
The following is a quantum chemistry calculation of a structure of composition C32H35Cl3HgN7O6 in a non-equilibrium geometry, from OMol25.

- Kohn-Sham gap: 1.40 eV
- Total charge: +1

The geometry in XYZ format:
```
84
Properties=species:S:1:pos:R:3:forces:R:3:lowdin_charge:R:1
Hg -8.840530 31.504240 22.969460 -0.1 -0.3 0.1 0.612
Cl -18.725370 31.471790 29.170090 0.0 0.3 0.3 0.484
Cl -14.226260 29.273640 24.014610 0.2 2.0 -0.9 0.657
Cl -17.466180 29.466340 30.878710 -0.1 -0.2 0.8 0.527
O -12.799340 29.596910 23.765760 -0.9 -0.2 0.0 -0.243
O -14.390610 28.049290 24.631170 0.3 -2.0 2.1 -0.253
O -11.909500 23.608350 22.366850 -1.7 0.0 -1.7 0.035
O -14.883890 29.161900 22.746400 0.2 1.0 -0.7 -0.234
O -14.739760 30.387830 24.798340 0.4 -0.8 -0.6 -0.242
O -13.334060 23.710770 20.635730 1.2 -0.5 2.3 0.051
N -18.977660 37.270080 24.419660 0.2 0.1 0.6 0.057
N -21.402990 32.201750 18.962130 0.1 -1.3 1.1 0.051
N -7.963110 28.423480 25.829730 0.6 -2.1 2.5 0.067
N -14.465000 30.180640 13.974860 -0.6 -0.1 1.4 0.063
N -8.047000 29.078160 19.675310 0.2 -1.4 -2.6 0.067
N -13.000330 23.416480 21.798560 0.2 0.4 0.0 -0.408
N -9.876830 34.372310 26.107940 -1.3 0.8 1.4 0.055
C -20.476010 32.357810 19.944560 -0.3 -1.1 -1.3 -0.124
C -17.200720 30.791090 29.784990 0.0 -0.3 -1.3 -1.055
C -14.518620 29.306870 16.228440 -1.5 0.1 0.3 -0.064
C -16.880410 36.328030 25.143850 -0.2 0.2 -0.7 -0.071
C -7.081780 29.323770 18.707850 -0.9 -0.2 1.9 -0.141
C -6.837540 27.963660 27.949970 0.0 0.5 0.6 -0.089
C -9.999320 36.563810 27.143880 -0.5 -1.1 1.0 -0.067
C -21.626170 29.860890 19.611090 -0.2 0.7 0.6 -0.063
C -21.967670 30.962860 18.819890 1.1 1.5 0.3 -0.119
C -15.646770 30.809490 14.252740 1.6 -0.8 0.0 -0.135
C -18.275050 36.267460 24.998000 0.6 1.3 -1.0 -0.127
C -7.281290 28.814310 26.988780 -1.5 0.1 -3.1 -0.138
C -8.772340 27.908230 19.447240 0.9 2.3 1.6 -0.152
C -10.674110 33.859220 27.126640 1.7 1.8 -0.2 -0.114
C -15.821520 29.824720 16.423390 0.2 0.7 -0.9 -0.058
C -20.008680 31.285240 20.739840 -1.5 0.1 -0.6 -0.047
C -6.723330 28.464700 17.689510 -1.6 -1.3 -0.9 -0.073
C -9.569200 35.719890 26.137090 -0.9 -1.5 0.2 -0.136
C -18.348040 38.426450 24.112410 0.8 -1.3 1.1 -0.126
C -7.447970 27.272390 17.554890 -0.4 0.4 1.3 -0.035
C -7.032130 26.616140 27.801450 0.5 -1.2 -0.1 -0.068
C -16.970920 38.577610 24.315190 0.4 -0.7 -0.5 -0.065
C -11.052100 34.638110 28.238960 0.1 0.4 -1.7 -0.062
C -10.768160 35.996910 28.168130 0.2 0.2 0.3 -0.073
C -8.468580 27.003220 18.503340 1.5 -0.9 -2.5 -0.085
C -8.202520 27.050410 25.761980 0.6 2.4 0.6 -0.107
C -16.209070 37.476270 24.730090 -0.9 0.2 0.4 -0.077
C -14.023250 22.751020 22.670070 -0.4 -0.6 0.0 0.031
C -13.923200 29.408930 14.972740 -1.3 1.6 -0.7 -0.125
C -16.376780 30.638000 15.421630 0.6 -1.3 0.1 -0.069
C -20.689550 30.056060 20.622490 0.8 0.7 -0.2 -0.074
C -7.658900 26.126510 26.672300 -0.9 0.9 -0.5 -0.057
H -15.004830 22.739450 22.196300 0.3 0.4 -0.1 0.094
H -22.704810 30.932880 18.031140 -0.1 -0.3 0.0 0.102
H -8.949700 26.737250 25.047800 0.3 0.0 -0.5 0.102
H -6.661910 25.903630 28.523720 0.0 0.1 0.2 0.115
H -10.961840 32.818680 27.156280 0.3 -0.2 -0.6 0.097
H -16.463320 39.484030 24.019990 -0.1 0.2 0.1 0.098
H -9.710010 37.599900 27.239900 -0.1 0.1 -0.5 0.107
H -12.994300 28.893170 14.778970 0.1 0.1 -0.3 0.100
H -18.907860 39.284160 23.769850 -0.4 -0.2 -0.2 0.104
H -18.769000 35.346110 25.269160 -0.4 0.1 -0.1 0.101
H -13.729580 21.710830 22.811030 0.3 0.1 -0.2 0.099
H -16.560380 31.565850 30.206660 -0.3 -0.2 0.0 0.034
H -17.383300 31.028550 15.393360 0.0 0.1 0.6 0.103
H -7.888300 25.081970 26.521650 0.1 -0.1 0.1 0.108
H -6.403790 28.470590 28.799260 0.3 -0.5 0.3 0.113
H -6.077210 28.763860 16.877450 0.4 0.1 0.3 0.107
H -19.211420 31.417040 21.456370 -0.1 0.1 0.1 0.098
H -16.331220 35.434710 25.402230 0.0 0.0 0.3 0.097
H -9.621090 27.639600 20.058690 0.1 0.6 0.6 0.104
H -22.186730 28.941270 19.530760 0.1 -0.1 -0.1 0.102
H -20.045630 33.347900 19.974300 0.1 0.1 0.3 0.099
H -16.783870 30.316930 28.896450 0.4 0.4 0.2 0.010
H -7.109810 29.869390 27.143000 -0.1 0.2 -0.4 0.100
H -15.130660 37.511290 24.776800 0.1 0.2 0.0 0.100
H -20.413710 29.286820 21.328580 -0.1 -0.3 -0.2 0.103
H -7.270180 26.550560 16.771470 0.2 0.1 -0.1 0.107
H -11.142830 36.654250 28.938790 0.0 0.0 0.2 0.107
H -9.005470 26.068680 18.434170 -0.2 0.0 0.0 0.109
H -16.067290 31.511470 13.547920 0.4 -0.2 -0.6 0.102
H -11.632520 34.228030 29.052190 0.0 -0.1 0.0 0.104
H -14.048230 23.203310 23.661490 0.2 0.3 -0.3 0.097
H -16.421080 29.639560 17.302400 0.3 -0.1 0.3 0.100
H -6.500200 30.232420 18.758080 -0.3 0.3 0.5 0.099
H -9.054780 36.186600 25.310080 0.4 -0.6 -0.2 0.101
H -14.066250 28.761330 17.043400 0.2 -0.2 -0.1 0.097
```
Positions in Å, forces in eV/Å.

---

No. 2
The following is a quantum chemistry calculation of a structure of composition C35H37GeI2LuN6O4 in a non-equilibrium geometry, from OMol25.

- Kohn-Sham gap: 4.11 eV
- Total charge: -2

The geometry in XYZ format:
```
86
Properties=species:S:1:pos:R:3:forces:R:3:lowdin_charge:R:1
Lu -0.140153 0.118261 -0.440063 -0.1 -1.2 -1.1 1.737
I -4.369925 -1.539825 -2.589582 0.0 0.0 -0.2 0.878
I -1.971808 -2.363074 -8.066221 0.0 0.1 0.2 0.709
Ge -1.717967 -0.777360 3.055914 -0.2 0.2 0.3 0.770
O 2.164494 -0.792709 0.257411 -0.4 0.3 0.4 -0.128
O -1.614595 -0.073798 -2.287778 0.1 0.1 0.2 -0.222
O 0.382354 1.902112 -1.598526 -0.1 0.1 -0.1 -0.286
O 3.878556 -2.744297 0.712694 -0.2 0.1 0.0 0.038
N -0.425473 -2.180913 -0.665601 0.5 0.6 0.4 -0.080
N 2.457536 0.991708 1.678911 0.4 0.0 0.7 0.038
N 1.714114 1.709930 0.796798 -0.2 -0.1 -0.4 -0.017
N 1.136564 -1.017368 -2.523843 0.1 0.2 0.3 -0.099
N -1.753626 2.090065 0.232219 0.3 -0.2 -0.4 0.092
N -2.948092 3.715882 -0.786240 0.0 0.0 0.0 0.095
C 2.202898 2.832102 0.428414 0.2 -0.2 0.3 -0.098
C -2.916859 -1.771960 -5.231616 0.1 0.0 0.0 -0.269
C 4.039484 -1.463101 4.641605 0.0 0.0 0.1 -0.116
C 1.006167 -2.482868 -2.520627 -0.1 0.0 0.1 -0.134
C -2.234189 -2.244311 4.352600 0.1 0.1 -0.4 -0.243
C 3.269136 -1.113103 2.374986 0.2 -0.3 -0.1 -0.074
C 0.054582 5.370776 -2.335193 0.1 0.0 0.0 -0.066
C -0.488664 -0.702772 -4.311098 0.0 0.0 0.2 -0.160
C 4.632216 -3.036110 2.922375 0.0 -0.1 0.0 -0.033
C -0.971112 -2.465033 0.676132 -0.3 -0.2 -0.2 -0.484
C -0.614024 -1.179588 -5.601024 0.0 0.0 0.0 -0.147
C -4.037042 1.512239 -0.431009 0.1 0.0 -0.1 -0.038
C 3.911732 -2.302281 1.979478 -0.1 0.2 0.1 -0.279
C -2.853491 2.402555 -0.340903 -0.1 0.1 0.1 -0.394
C 0.061332 -3.121701 1.555282 0.0 0.1 0.1 -0.102
C 0.204985 3.106895 -1.032474 -0.2 0.3 0.2 -0.490
C 1.223792 -3.902820 -0.422930 0.0 -0.1 -0.3 -0.123
C 1.021819 -3.882520 1.000194 -0.1 0.0 0.2 -0.154
C -1.525559 -1.102731 1.161510 0.0 -0.4 0.7 -0.420
C 2.555114 -0.276783 1.372122 0.0 0.3 -0.5 -0.446
C -0.867237 3.234246 0.132045 0.1 0.2 0.0 -0.188
C -1.620684 4.312262 -0.675905 -0.1 0.1 0.0 -0.185
C 1.240163 5.724443 -1.823387 -0.3 0.2 -0.3 -0.106
C 0.872035 -0.325691 -3.784119 -0.1 0.1 0.0 -0.167
C -2.788869 -1.284962 -3.948939 -0.1 0.1 0.5 -0.612
C 3.349458 -0.712947 3.703854 0.0 0.0 0.0 -0.052
C -1.622884 -0.638847 -3.424816 -0.1 0.0 -0.2 -0.463
C -1.822498 -1.671897 -6.071077 -0.1 -0.2 -0.4 -0.748
C 1.490299 3.689890 -0.488496 -0.2 0.3 -0.5 -0.143
C -0.648514 4.143363 -1.872941 0.1 -0.1 0.1 -0.144
C -3.227445 0.520319 3.272667 0.1 -0.1 -0.1 -0.242
C 1.943201 4.903009 -0.858779 0.1 -0.5 0.4 -0.045
C 4.685761 -2.626507 4.242528 0.0 0.0 0.0 -0.118
C -0.184807 0.054942 4.016723 -0.1 -0.1 -0.2 -0.230
C 0.568482 -2.917430 -1.134717 -0.1 -0.3 -0.1 -0.376
H 2.883069 5.269305 -0.454209 0.0 0.0 0.0 0.096
H 0.226614 -2.756558 -3.232590 0.0 0.0 0.0 0.116
H 0.909314 0.744279 -3.559511 0.0 0.0 0.0 0.103
H 2.859737 0.210465 3.980301 0.0 0.0 0.0 0.096
H -1.674353 5.325033 -0.270383 0.1 0.0 0.0 0.138
H 2.047795 -0.760125 -2.161863 0.0 0.0 0.0 0.105
H 1.622764 -0.552719 -4.557769 0.0 0.0 0.0 0.110
H -3.295154 0.900420 4.295675 0.1 0.0 0.0 -0.004
H -3.502259 3.897226 -1.608346 0.0 -0.1 0.0 0.128
H -0.025996 -3.004433 2.632449 0.1 -0.1 0.0 0.067
H -2.569999 -1.052996 0.813919 0.1 0.2 -0.1 -0.008
H 4.064141 -1.149355 5.678425 0.0 0.0 0.0 0.085
H -4.854747 1.935736 0.156545 0.0 0.0 0.0 0.084
H -2.715220 -1.805933 5.231356 0.0 0.0 0.0 -0.008
H -4.367753 1.411993 -1.464858 0.0 0.0 0.0 0.041
H -0.417373 5.976372 -3.103999 0.1 0.1 0.0 0.092
H -4.179245 0.040166 3.027869 0.0 0.0 0.0 0.002
H -1.349710 -2.794616 4.680440 0.0 0.0 0.0 -0.008
H -0.470091 3.501503 1.111968 0.0 0.0 0.0 0.142
H 2.036104 -4.469967 -0.859296 0.0 0.1 0.0 0.070
H -1.134339 3.622245 -2.702104 0.0 -0.1 0.0 0.151
H 0.260047 -1.193460 -6.241935 0.0 0.0 0.0 0.088
H 3.111387 -2.280221 0.279770 0.2 -0.1 0.0 0.076
H 5.123975 -3.946558 2.601044 0.0 0.0 0.0 0.106
H 0.333586 0.767952 3.372700 0.0 0.0 0.0 -0.010
H 1.929581 -2.991968 -2.824518 0.0 0.0 0.0 0.113
H -3.085736 1.363265 2.592052 0.0 0.0 0.0 -0.016
H -2.927724 -2.954960 3.896966 0.0 0.0 0.0 -0.001
H -1.808558 -3.186990 0.533607 0.0 0.1 0.1 0.118
H 3.186738 3.145548 0.787599 0.0 -0.1 0.1 0.119
H 1.736737 -4.406747 1.629123 0.0 0.0 0.0 0.090
H 5.228788 -3.221543 4.968211 0.0 0.0 0.0 0.087
H 1.721764 6.638231 -2.157346 0.0 0.0 0.0 0.086
H -0.523423 0.573043 4.918441 -0.1 0.0 0.0 0.002
H -3.772327 0.531625 -0.046602 0.0 0.0 -0.1 0.040
H -3.839210 -2.231544 -5.557430 0.0 0.0 0.0 0.068
H 0.530317 -0.713402 4.315741 0.0 0.0 0.0 -0.003
```
Positions in Å, forces in eV/Å.

---

| no. | E_tot (eV) | highest occupied orbital energy (eV) |
| --- | --- | --- |
| 1 | -98181.525 | -11.1 |
| 2 | -160367.250 | -0.6 |